No. 1
A cluster of 2 separate species, C4H2BrN in total at a distorted geometry, computed with ωB97M-V/def2-TZVPD.

XYZ file:
```
8
Properties=species:S:1:pos:R:3:forces:R:3:mulliken_charge:R:1
C -0.079 -2.309 0.659 -0.1 -0.3 -0.2 -0.218
C -1.240 1.607 -0.382 -2.2 0.1 1.2 -0.307
C 0.886 -1.593 0.557 1.4 3.3 -0.4 -0.335
C -0.145 1.153 -0.061 0.2 0.9 -1.2 0.372
N 1.137 0.988 0.137 -1.2 -2.1 2.2 -0.265
Br 2.294 1.438 -1.122 0.5 0.1 -1.1 0.134
H -0.525 -3.208 0.415 -1.1 -1.3 0.1 0.301
H -2.328 1.924 -0.203 2.4 -0.6 -0.6 0.318
```
Forces are in eV/Å.

Values from the calculation:
electronic energy	-75701.9190	eV
E_HOMO (alpha / beta)	-9.16 / -9.16	eV
Kohn-Sham gap (alpha / beta)	0.208 / 0.208	Ha
largest force on an atom	3.6	eV Å⁻¹



No. 2
A structure of composition C4H2CaO2 at a distorted geometry, computed with ωB97M-V/def2-TZVPD.

XYZ file:
```
9
Properties=species:S:1:pos:R:3:forces:R:3:mulliken_charge:R:1
H -0.208 -2.087 -0.571 0.1 0.4 -0.2 0.313
C 0.057 -1.080 -0.246 -0.9 -1.0 -0.8 -0.252
C -0.850 -0.043 -0.170 -2.5 3.2 2.3 0.426
O 1.349 -1.006 0.072 1.7 -0.6 0.5 -0.131
O 1.744 0.271 0.534 0.3 0.9 0.1 -0.715
Ca 3.318 0.750 -0.668 -0.8 -0.5 0.3 1.651
C -1.729 0.919 0.488 2.7 -2.6 -0.5 0.145
C -1.588 0.954 -0.866 -0.7 0.1 -1.5 -0.795
H -2.093 1.321 1.428 0.2 0.0 -0.2 0.360
```
Forces are in eV/Å.

Values from the calculation:
2S+1	2
charge	+1
electronic energy	-26698.5386	eV
E_HOMO (alpha / beta)	-9.77 / -11.22	eV
Kohn-Sham gap (alpha / beta)	0.133 / 0.185	Ha
largest force on an atom	4.6	eV Å⁻¹



No. 3
The molecule C4H2Cl2 at a distorted geometry, computed with ωB97M-V/def2-TZVPD.

XYZ file:
```
8
Properties=species:S:1:pos:R:3:forces:R:3:mulliken_charge:R:1
C -0.034 -1.876 -0.067 -1.6 -1.8 -0.1 -0.757
C 0.969 -1.010 0.091 -1.0 -1.7 -0.3 -0.150
C 1.765 -0.164 0.287 3.7 3.5 0.0 0.363
C -1.016 0.761 0.225 -1.3 -0.3 0.4 -0.110
Cl -2.435 1.697 -0.117 -0.4 0.4 0.1 -0.164
Cl -1.448 -0.932 -0.083 -0.1 -0.3 0.2 0.308
H 2.495 0.635 0.191 -0.5 -0.6 0.5 0.388
H -0.295 0.888 -0.526 1.2 0.8 -0.8 0.122
```
Forces are in eV/Å.

Values from the calculation:
electronic energy	-29215.9134	eV
E_HOMO (alpha / beta)	-7.92 / -8.86	eV
Kohn-Sham gap (alpha / beta)	0.216 / 0.279	Ha
largest force on an atom	5.1	eV Å⁻¹



No. 4
The molecule C4H2Cl2F2 at a distorted geometry, computed with ωB97M-V/def2-TZVPD.

XYZ file:
```
10
Properties=species:S:1:pos:R:3:forces:R:3:mulliken_charge:R:1
C -0.408 0.221 1.752 1.7 0.7 1.4 -0.368
C 0.215 -0.313 0.711 -1.7 0.2 0.6 0.504
C -0.269 -0.109 -0.659 3.5 -3.8 -1.9 0.372
C -0.626 0.879 -1.474 0.3 -1.5 -1.7 -0.439
H -1.153 0.989 1.802 -0.5 -0.1 -0.8 0.344
H -0.882 1.835 -1.138 -0.3 1.1 0.7 0.361
F 1.186 -1.221 0.887 -0.3 1.1 0.1 -0.197
F 0.331 -1.394 -1.205 -2.3 2.9 -0.6 -0.291
Cl 0.398 0.162 3.299 -0.3 -0.4 0.0 -0.160
Cl -0.698 0.816 -3.287 0.1 -0.3 2.2 -0.125
```
Forces are in eV/Å.

Values from the calculation:
electronic energy	-34657.3861	eV
E_HOMO	-9.64	eV
Kohn-Sham gap	0.346	Ha
largest force on an atom	5.5	eV Å⁻¹



No. 5
The molecule C4H2Cl2N2O4S at a distorted geometry, computed with ωB97M-V/def2-TZVPD.

XYZ file:
```
15
Properties=species:S:1:pos:R:3:forces:R:3:mulliken_charge:R:1
C 0.355 -0.820 0.765 -0.9 -0.9 1.4 0.438
C 1.533 -0.490 0.448 2.5 0.7 -1.4 -0.061
C -0.920 -0.837 0.048 2.7 2.2 -2.5 -1.141
C -0.045 0.867 -2.077 -0.8 -0.5 0.8 0.246
N 0.165 -1.194 2.223 1.1 0.4 -2.6 1.019
N -0.451 1.982 -1.246 2.5 1.8 -2.1 0.918
O 1.105 -1.615 2.821 0.4 -0.6 1.3 -0.593
O 0.275 2.970 -1.448 -0.7 -0.3 0.7 -0.578
O -0.936 -0.961 2.576 -2.3 0.0 2.1 -0.572
O -1.387 1.954 -0.497 -0.7 -0.7 0.6 -0.575
S -0.790 -0.645 -1.786 0.2 -0.2 0.1 -0.082
Cl 3.040 -0.481 1.075 0.2 0.2 -0.1 -0.070
Cl 0.919 1.158 -3.453 -0.5 -0.2 0.7 -0.084
H -1.325 -1.744 0.078 -1.8 -3.9 0.4 0.568
H -1.538 -0.146 0.473 -1.9 1.8 0.8 0.568
```
Forces are in eV/Å.

Values from the calculation:
electronic energy	-51219.9406	eV
E_HOMO (alpha / beta)	-9.78 / -8.98	eV
Kohn-Sham gap (alpha / beta)	0.280 / 0.264	Ha
largest force on an atom	4.3	eV Å⁻¹



No. 6
A cluster of 2 separate species, C4H2Cl2O2 in total at a distorted geometry, computed with ωB97M-V/def2-TZVPD.

XYZ file:
```
10
Properties=species:S:1:pos:R:3:forces:R:3:mulliken_charge:R:1
C 2.030 -1.121 -0.267 2.7 3.3 -2.4 0.346
C 1.646 -2.118 0.490 -3.1 -2.9 2.8 0.272
C -1.389 0.444 -0.085 2.1 -1.7 0.6 0.140
C -1.083 1.747 -0.134 0.4 -2.9 0.4 -0.214
O 2.930 -0.480 -0.681 -0.9 -0.4 0.1 -0.302
O 0.675 -2.545 1.043 1.3 0.1 -0.5 -0.327
Cl -2.952 -0.240 -0.389 0.2 0.5 0.0 -0.173
Cl 0.507 2.255 0.208 0.5 0.3 0.1 -0.150
H -0.591 -0.425 0.173 -2.0 2.5 -0.6 -0.003
H -1.773 2.483 -0.359 -1.2 1.4 -0.4 0.411
```
Forces are in eV/Å.

Values from the calculation:
electronic energy	-33315.8813	eV
E_HOMO (alpha / beta)	-9.43 / -9.44	eV
Kohn-Sham gap (alpha / beta)	0.275 / 0.276	Ha
largest force on an atom	5.1	eV Å⁻¹



No. 7
A structure of composition C4H2Cl2O5P at a distorted geometry, computed with ωB97M-V/def2-TZVPD.

XYZ file:
```
14
Properties=species:S:1:pos:R:3:forces:R:3:mulliken_charge:R:1
C 1.868 -0.594 -0.339 -1.5 0.3 1.2 -0.414
C 2.824 0.284 -0.061 -1.8 0.1 -0.1 0.524
C 2.197 -2.029 -0.334 -0.1 -0.3 -0.9 0.731
C -0.006 -0.395 0.094 3.3 0.1 -0.6 0.594
O 1.179 -2.792 -0.009 -1.3 -0.3 0.3 -0.327
O 3.235 -2.540 -0.684 0.6 0.2 0.0 -0.620
O -1.484 -2.503 -0.333 0.6 0.0 -0.2 -0.677
O -0.031 0.626 1.056 -0.5 -1.0 -1.6 -0.464
O -0.675 0.038 -1.015 -0.7 -0.7 -0.4 -0.532
P -0.345 -2.212 0.638 -0.7 0.1 0.4 -0.101
Cl 2.431 1.972 0.050 0.1 0.4 -0.1 -0.224
Cl 4.418 -0.038 0.377 1.2 -0.1 0.1 -0.175
H -0.204 1.321 0.399 0.0 0.8 0.9 0.331
H -1.221 -0.702 -1.418 0.8 0.3 1.1 0.352
```
Forces are in eV/Å.

Values from the calculation:
charge	-1
electronic energy	-48752.8945	eV
E_HOMO	-4.35	eV
Kohn-Sham gap	0.271	Ha
largest force on an atom	3.4	eV Å⁻¹



No. 8
The molecule C4H2ClF3, computed with ωB97M-V/def2-TZVPD.

XYZ file:
```
10
Properties=species:S:1:pos:R:3:forces:R:3:mulliken_charge:R:1
C -0.860 -0.410 0.203 0.1 -0.4 0.0 -0.366
C -0.353 0.911 -0.117 0.5 0.1 0.0 -0.290
C -0.277 -1.575 -0.042 -0.1 -0.2 -0.1 0.428
C 0.906 1.338 -0.038 -0.5 0.1 0.0 0.349
F -0.825 -2.743 0.270 0.2 0.3 0.0 -0.230
F 0.875 -1.779 -0.660 -0.4 0.1 0.2 -0.200
F 1.204 2.599 -0.375 0.1 -0.2 0.0 -0.228
Cl 2.269 0.477 0.526 -0.1 0.2 0.0 -0.138
H -1.843 -0.453 0.651 0.0 -0.2 0.0 0.330
H -1.095 1.637 -0.420 0.1 0.2 -0.1 0.345
```
Forces are in eV/Å.

Values from the calculation:
electronic energy	-24853.9130	eV
E_HOMO	-9.12	eV
Kohn-Sham gap	0.363	Ha
largest force on an atom	0.6	eV Å⁻¹



No. 9
The molecule C4H2ClFO2 at a distorted geometry, computed with ωB97M-V/def2-TZVPD.

XYZ file:
```
10
Properties=species:S:1:pos:R:3:forces:R:3:mulliken_charge:R:1
C -0.149 0.676 -0.170 1.3 -0.7 1.3 0.295
C 1.107 0.002 -0.043 0.2 -4.0 -1.3 0.369
C 0.805 -1.409 -0.056 2.2 2.2 1.9 -0.238
C -1.098 -0.291 -0.153 0.1 -0.2 0.9 0.212
H -1.118 2.232 0.279 -1.7 0.4 0.2 0.295
H 1.669 -2.214 0.153 -3.0 1.5 -0.6 0.302
O -0.235 1.971 0.128 1.3 0.7 -1.0 -0.481
O -0.592 -1.553 0.131 1.4 0.9 -1.9 -0.278
F 2.381 0.500 -0.161 -1.9 -0.4 0.3 -0.267
Cl -2.769 0.084 -0.109 0.2 -0.6 0.2 -0.208
```
Forces are in eV/Å.

Values from the calculation:
electronic energy	-23512.5807	eV
E_HOMO	-8.74	eV
Kohn-Sham gap	0.340	Ha
largest force on an atom	4.2	eV Å⁻¹



No. 10
A structure of composition C4H2ClNO at a distorted geometry, computed with ωB97M-V/def2-TZVPD.

XYZ file:
```
9
Properties=species:S:1:pos:R:3:forces:R:3:mulliken_charge:R:1
C 0.353 -0.559 -1.519 0.0 0.4 -2.1 -0.213
C 0.295 0.675 -0.997 -0.1 -1.1 1.6 0.107
C -0.070 -0.229 0.420 1.0 0.1 -3.0 0.484
C -0.451 -0.013 1.806 -0.4 -0.6 0.0 0.042
N 0.054 -1.288 -0.286 -0.4 -0.3 0.8 -0.426
O -0.579 -0.927 2.593 0.1 1.2 -0.2 -0.431
Cl 0.630 2.302 -1.362 -0.2 -0.5 -0.2 -0.152
H 0.455 -1.022 -2.563 0.0 0.8 1.9 0.323
H -0.687 1.062 1.909 -0.1 -0.1 1.1 0.267
```
Forces are in eV/Å.

Values from the calculation:
electronic energy	-20235.6427	eV
E_HOMO	-9.24	eV
Kohn-Sham gap	0.286	Ha
largest force on an atom	3.1	eV Å⁻¹



No. 11
A structure of composition C4H2CsNaO2 at a distorted geometry, computed with ωB97M-V/def2-TZVPD.

XYZ file:
```
10
Properties=species:S:1:pos:R:3:forces:R:3:mulliken_charge:R:1
C 0.228 0.919 -0.742 0.5 0.0 -4.2 0.443
C 0.664 1.230 0.468 -2.1 -3.8 3.0 -0.687
O 0.374 1.377 -1.988 -0.7 -2.3 3.1 -0.790
Na -2.409 -2.430 1.393 0.6 0.5 -0.1 0.779
H 1.501 1.796 0.834 -0.2 0.5 -0.3 0.333
C -0.039 -0.016 1.508 2.2 3.2 -2.4 -0.357
C -0.630 -0.899 0.698 -0.9 -0.7 0.6 -0.627
O -0.614 -0.571 -0.606 1.0 2.2 -0.8 -0.379
Cs 0.784 -1.485 -4.129 -0.2 0.8 0.9 0.945
H 0.141 0.080 2.564 -0.2 -0.4 0.2 0.339
```
Forces are in eV/Å.

Values from the calculation:
electronic energy	-13234.5227	eV
E_HOMO	-4.93	eV
Kohn-Sham gap	0.145	Ha
largest force on an atom	5.3	eV Å⁻¹



No. 12
A structure of composition C4H2CuNaO2 at a distorted geometry, computed with ωB97M-V/def2-TZVPD.

XYZ file:
```
10
Properties=species:S:1:pos:R:3:forces:R:3:mulliken_charge:R:1
H 1.985 -2.216 -0.600 0.1 0.3 -0.3 0.293
O 1.429 -1.196 -2.310 -0.5 0.6 -0.5 -0.690
C 1.696 -1.247 -1.046 -0.5 -0.4 1.5 0.033
C 1.368 -0.239 -0.166 -0.1 0.1 0.3 0.274
C 0.743 0.644 0.507 -2.4 1.6 -1.9 -0.786
Cu -0.380 -0.359 -2.340 0.6 0.1 0.3 0.348
O -1.567 1.566 1.276 0.9 -0.5 -1.2 -0.765
C -0.727 1.543 0.301 1.3 -1.3 2.3 0.082
Na -0.906 -0.332 2.239 0.1 0.5 -0.4 0.895
H -0.620 2.514 -0.247 0.5 -1.0 -0.1 0.315
```
Forces are in eV/Å.

Values from the calculation:
electronic energy	-57325.2038	eV
E_HOMO (alpha / beta)	-5.79 / -5.82	eV
Kohn-Sham gap (alpha / beta)	0.175 / 0.176	Ha
largest force on an atom	3.5	eV Å⁻¹



No. 13
A structure of composition C4H2DyO at a distorted geometry, computed with ωB97M-V/def2-TZVPD.

XYZ file:
```
8
Properties=species:S:1:pos:R:3:forces:R:3:mulliken_charge:R:1
C 0.980 0.441 -0.171 1.2 2.5 -1.0 -0.447
C 0.447 -1.364 0.477 0.2 -0.3 -0.8 -0.542
C 0.178 -0.697 -0.593 0.5 -2.2 1.6 0.150
C -0.905 0.902 -0.599 -3.0 -0.7 1.3 0.176
O -1.851 0.454 0.137 2.8 2.2 -1.8 -0.451
Dy -1.847 -1.550 1.058 -0.2 -0.3 0.1 1.472
H 1.281 1.118 0.639 -0.9 -1.2 0.8 0.342
H 1.717 0.696 -0.948 -0.5 -0.1 -0.2 0.300
```
Forces are in eV/Å.

Values from the calculation:
2S+1	6
charge	+1
electronic energy	-30295.5288	eV
E_HOMO (alpha / beta)	-12.51 / -13.37	eV
Kohn-Sham gap (alpha / beta)	0.255 / 0.290	Ha
largest force on an atom	4.0	eV Å⁻¹



No. 14
A structure of composition C4H2F12KO13S4 at a distorted geometry, computed with ωB97M-V/def2-TZVPD.

XYZ file:
```
36
Properties=species:S:1:pos:R:3:forces:R:3:mulliken_charge:R:1
K 27.078 -20.718 -26.215 -0.4 0.3 0.5 1.067
C 23.142 -19.539 -26.911 -0.6 -1.0 -0.9 0.490
F 24.228 -20.270 -26.583 -0.2 -0.1 0.0 -0.113
F 22.635 -19.027 -25.813 -0.1 0.4 0.5 -0.201
F 23.573 -18.563 -27.712 0.2 0.4 -0.1 -0.229
S 21.775 -20.516 -27.808 -0.3 0.5 -0.4 1.127
O 22.447 -21.287 -28.852 -0.1 0.4 0.6 -0.690
O 21.147 -21.268 -26.746 0.2 -0.3 0.0 -0.652
O 20.917 -19.440 -28.326 0.6 -0.3 0.1 -0.715
C 27.144 -16.019 -24.255 -1.0 -0.5 0.1 0.467
F 26.463 -15.276 -23.337 0.3 0.0 -0.2 -0.259
F 27.870 -15.159 -24.996 0.0 0.0 0.0 -0.247
F 27.976 -16.805 -23.584 0.2 0.1 0.0 -0.177
S 25.927 -17.039 -25.278 -0.5 -0.1 0.3 1.190
O 25.238 -16.014 -26.044 0.4 -0.1 0.1 -0.687
O 26.837 -17.889 -26.038 0.0 0.0 -0.1 -0.666
O 25.104 -17.742 -24.305 0.8 0.6 -0.5 -0.631
C 30.643 -21.438 -22.699 -0.8 1.2 0.5 0.505
F 29.817 -22.362 -22.201 0.0 -0.2 -0.1 -0.242
F 31.409 -21.027 -21.663 0.3 -0.1 -0.1 -0.253
F 31.448 -22.032 -23.581 0.2 -0.3 -0.3 -0.255
S 29.685 -19.955 -23.420 -0.3 0.5 0.5 1.085
O 30.598 -19.446 -24.432 -0.1 -0.3 0.2 -0.707
O 28.485 -20.604 -23.926 0.6 0.1 -0.1 -0.509
O 29.475 -19.080 -22.270 0.4 -0.9 -0.8 -0.671
C 25.327 -24.483 -23.697 0.7 1.5 -0.8 0.456
F 25.748 -24.227 -22.452 -0.3 0.1 0.4 -0.249
F 26.448 -24.834 -24.372 0.0 -0.5 -0.1 -0.258
F 24.512 -25.529 -23.639 -0.2 -0.6 -0.1 -0.234
S 24.551 -22.991 -24.574 -0.4 0.1 -0.4 1.146
O 23.292 -22.882 -23.877 0.3 0.0 0.2 -0.663
O 25.513 -21.917 -24.373 -0.1 -0.6 0.3 -0.571
O 24.460 -23.420 -25.959 0.3 -0.3 0.4 -0.669
O 28.592 -21.926 -28.408 0.2 -0.1 -0.1 -0.501
H 28.713 -21.781 -29.351 -0.1 0.0 0.1 0.247
H 29.358 -22.444 -28.134 -0.1 0.1 0.1 0.269
```
Forces are in eV/Å.

Values from the calculation:
charge	-3
electronic energy	-123077.9528	eV
E_HOMO	-1.30	eV
Kohn-Sham gap	0.236	Ha
largest force on an atom	1.8	eV Å⁻¹



No. 15
The molecule C4H2F2O at a distorted geometry, computed with ωB97M-V/def2-TZVPD.

XYZ file:
```
9
Properties=species:S:1:pos:R:3:forces:R:3:mulliken_charge:R:1
C 0.959 0.374 -0.004 0.1 1.4 0.5 -0.613
C -0.003 -0.682 -0.319 -2.5 1.6 1.1 -0.299
C 0.977 1.662 0.306 -1.6 0.4 0.2 0.673
C -1.337 -0.859 -0.116 2.8 1.7 0.4 0.422
O 0.989 2.786 0.616 0.3 -0.9 -0.4 -0.368
F -1.954 -1.980 -0.327 -0.6 -0.6 -0.3 -0.216
F -2.147 0.058 0.415 0.2 -0.4 -0.3 -0.216
H 1.990 0.108 0.132 0.5 -0.8 -0.2 0.263
H 0.526 -1.466 -0.702 0.7 -2.4 -1.0 0.354
```
Forces are in eV/Å.

Values from the calculation:
electronic energy	-11660.6253	eV
E_HOMO	-8.49	eV
Kohn-Sham gap	0.335	Ha
largest force on an atom	3.3	eV Å⁻¹



No. 16
A structure of composition C4H2HgO4 at a distorted geometry, computed with ωB97M-V/def2-TZVPD.

XYZ file:
```
11
Properties=species:S:1:pos:R:3:forces:R:3:mulliken_charge:R:1
C -0.842 -0.583 -0.395 -0.6 0.4 0.5 0.531
C -1.209 0.886 -0.321 -0.7 -0.1 0.0 -0.093
O -2.658 0.453 -0.414 0.5 0.2 -0.1 -0.333
C -2.156 -0.820 -0.431 0.5 0.2 0.0 -0.228
O 0.288 -1.310 -0.320 1.0 -0.2 0.2 -0.371
H -0.966 1.492 -1.201 -0.1 -0.1 0.3 0.217
H -1.070 1.393 0.640 0.0 -0.2 -0.4 0.198
C 1.405 -0.743 0.264 -1.9 -0.8 -1.6 0.892
O 1.313 0.428 0.690 -0.4 0.3 0.3 -0.702
O 2.427 -1.449 0.217 0.0 -0.5 0.1 -0.682
Hg 3.469 0.253 1.270 1.7 0.7 0.8 0.570
```
Forces are in eV/Å.

Values from the calculation:
2S+1	3
electronic energy	-16539.1433	eV
E_HOMO (alpha / beta)	-8.70 / -8.49	eV
Kohn-Sham gap (alpha / beta)	0.323 / 0.210	Ha
largest force on an atom	2.6	eV Å⁻¹